{
  "formula": "C3H8N2O2",
  "method": "ωB97M-V with the def2-TZVPD basis set",
  "relative_energy_kcal_mol": 15.1,
  "e_lumo_ev": 0.7,
  "e_tot_ha": -379.116926,
  "homo_lumo_gap_ev": 10.13,
  "e_homo_ev": -9.4,
  "species": ["H", "N", "C", "N", "H", "H", "H", "C", "C", "O", "O", "H", "H", "H", "H"],
  "coordinates": [[3.252, 0.482, 0.958], [2.586, 1.063, 0.434], [2.046, 0.348, -0.484], [1.148, 0.848, -1.357], [2.275, -0.723, -0.627], [0.806, 1.768, -1.100], [0.440, 0.217, -1.710], [-2.231, -0.803, -0.147], [-1.113, -0.582, 0.820], [-0.237, -1.385, 1.086], [-1.138, 0.642, 1.377], [-2.752, 0.135, -0.357], [-2.940, -1.522, 0.269], [-1.817, -1.174, -1.088], [-0.324, 0.685, 1.926]],
  "forces_ev_per_a": [[-0.28, 0.37, -0.27], [-0.03, -0.67, -0.29], [0.95, -0.60, 1.26], [-0.89, 0.53, -0.47], [-0.12, 0.39, -0.03], [0.01, -0.15, -0.14], [0.27, 0.12, -0.02], [-0.23, 0.38, -0.31], [1.00, -0.57, 0.33], [-0.86, 0.61, -0.34], [0.53, -0.09, 0.27], [0.04, -0.19, 0.14], [0.14, -0.03, -0.14], [-0.11, -0.21, 0.23], [-0.43, 0.11, -0.23]]
}

{
  "formula": "C46H75BBrNO25PS",
  "method": "ωB97M-V with the def2-TZVPD basis set",
  "charge": 1,
  "e_lumo_ev": -3.9,
  "e_tot_ha": -7071.922717,
  "homo_lumo_gap_ev": 7.97,
  "e_homo_ev": -11.8,
  "species": ["C", "B", "O", "C", "C", "C", "C", "C", "C", "C", "C", "C", "C", "S", "C", "O", "C", "C", "O", "N", "C", "P", "O", "Br", "C", "C", "C", "O", "C", "C", "C", "C", "O", "O", "H", "H", "H", "H", "H", "H", "H", "H", "H", "H", "H", "H", "H", "H", "H", "H", "H", "H", "H", "H", "H", "H", "H", "H", "H", "H", "H", "H", "H", "H", "H", "H", "H", "H", "H", "H", "H", "H", "H", "C", "C", "C", "O", "C", "O", "O", "H", "H", "H", "H", "H", "H", "C", "C", "C", "O", "C", "O", "O", "H", "H", "H", "H", "H", "H", "C", "C", "C", "O", "C", "O", "O", "H", "H", "H", "H", "H", "H", "C", "C", "C", "O", "C", "O", "O", "H", "H", "H", "H", "H", "H", "C", "C", "C", "O", "C", "O", "O", "H", "H", "H", "H", "H", "H", "C", "C", "C", "O", "C", "O", "O", "H", "H", "H", "H", "H", "H"],
  "coordinates": [[-1.744, 5.406, 3.607], [-1.700, 4.453, 2.334], [-2.398, 4.877, 1.248], [-0.938, 3.029, 2.336], [0.420, 3.416, 2.941], [1.082, 4.589, 2.220], [2.612, 4.490, 2.238], [3.119, 4.786, 3.649], [3.142, 5.576, 1.301], [-1.796, 2.043, 3.189], [-3.109, 2.607, 3.750], [-4.010, 1.591, 4.493], [-5.474, 1.930, 4.259], [-6.141, 1.159, 2.761], [-1.189, 1.176, 4.337], [0.198, 0.871, 4.229], [0.954, 1.186, 5.349], [0.670, 0.388, 6.591], [1.832, 2.046, 5.296], [-2.259, 1.065, 2.167], [-1.716, 1.161, 1.015], [-2.401, -0.146, -0.166], [-3.542, 0.771, -0.884], [-0.977, -0.346, -1.820], [-0.758, 2.303, 0.952], [-1.251, 3.037, -0.349], [-0.361, 4.161, -0.818], [0.582, 4.000, -1.560], [0.651, 1.765, 0.592], [1.157, 0.572, 1.404], [1.985, -0.416, 0.582], [2.450, -1.577, 1.432], [2.844, -2.638, 0.957], [2.356, -1.413, 2.802], [-1.149, 6.298, 3.471], [-2.784, 5.692, 3.745], [-1.451, 4.898, 4.514], [-2.615, 5.807, 1.319], [1.106, 2.589, 2.915], [0.332, 3.642, 3.992], [0.792, 4.692, 1.178], [0.856, 5.535, 2.697], [2.949, 3.516, 1.902], [4.180, 4.592, 3.706], [2.575, 4.216, 4.391], [2.960, 5.836, 3.858], [3.212, 6.522, 1.820], [4.132, 5.344, 0.934], [2.490, 5.742, 0.449], [-2.924, 3.392, 4.464], [-3.718, 2.972, 2.931], [-3.810, 1.629, 5.557], [-3.862, 0.564, 4.183], [-5.629, 2.996, 4.188], [-6.050, 1.586, 5.106], [-5.673, -0.086, 2.930], [-1.697, 0.222, 4.318], [-1.397, 1.661, 5.280], [0.907, -0.656, 6.447], [1.241, 0.796, 7.405], [-0.377, 0.491, 6.850], [-2.933, 0.313, 2.299], [-4.202, 0.988, -0.212], [-1.237, 2.304, -1.144], [-2.275, 3.368, -0.276], [-0.616, 5.171, -0.464], [1.347, 2.581, 0.724], [0.708, 1.526, -0.457], [0.378, 0.000, 1.898], [1.812, 0.903, 2.193], [2.845, 0.062, 0.131], [1.389, -0.885, -0.188], [1.684, -2.012, 3.130], [3.023, -5.471, -0.523], [1.530, -5.395, -0.673], [0.731, -6.596, -0.235], [-0.448, -6.460, -1.044], [-0.099, -5.819, -2.181], [-0.803, -5.701, -3.131], [1.142, -5.298, -2.065], [3.449, -6.341, -1.024], [3.472, -4.587, -0.971], [3.296, -5.498, 0.531], [1.162, -4.500, -0.164], [0.472, -6.566, 0.820], [1.209, -7.550, -0.466], [-5.886, -5.742, 0.055], [-4.763, -4.781, 0.326], [-3.374, -5.344, 0.163], [-2.611, -4.504, 1.053], [-3.450, -4.072, 2.024], [-3.096, -3.496, 3.003], [-4.729, -4.362, 1.714], [-5.786, -6.650, 0.653], [-6.841, -5.291, 0.307], [-5.901, -6.014, -0.997], [-4.886, -3.881, -0.283], [-2.992, -5.259, -0.851], [-3.285, -6.379, 0.498], [8.175, 3.944, 4.397], [7.526, 3.065, 3.360], [8.450, 2.540, 2.286], [7.544, 2.351, 1.185], [6.532, 3.227, 1.338], [5.713, 3.466, 0.509], [6.576, 3.803, 2.561], [8.723, 4.761, 3.926], [7.423, 4.389, 5.047], [8.865, 3.365, 5.009], [6.984, 2.246, 3.842], [8.934, 1.604, 2.549], [9.205, 3.270, 1.989], [5.034, 3.334, -2.514], [4.812, 4.530, -3.403], [4.106, 4.249, -4.709], [4.600, 5.301, -5.550], [5.829, 5.649, -5.087], [6.588, 6.355, -5.655], [6.059, 5.070, -3.880], [5.538, 2.534, -3.060], [5.666, 3.596, -1.669], [4.084, 2.957, -2.134], [4.300, 5.323, -2.849], [3.023, 4.296, -4.635], [4.401, 3.291, -5.144], [-5.375, -4.888, -6.067], [-5.883, -3.919, -5.034], [-4.819, -3.336, -4.137], [-5.561, -3.044, -2.941], [-6.605, -3.913, -2.892], [-7.281, -4.086, -1.934], [-6.728, -4.574, -4.063], [-4.782, -5.677, -5.599], [-6.202, -5.372, -6.584], [-4.757, -4.371, -6.801], [-6.473, -3.128, -5.505], [-4.361, -2.434, -4.535], [-4.039, -4.061, -3.888], [-1.182, -5.565, -6.484], [-1.917, -6.029, -7.718], [-1.077, -6.784, -8.719], [-1.772, -6.515, -9.947], [-2.402, -5.322, -9.810], [-2.915, -4.721, -10.689], [-2.363, -4.915, -8.512], [-0.296, -4.990, -6.756], [-1.817, -4.917, -5.881], [-0.878, -6.414, -5.874], [-2.800, -6.609, -7.435], [-1.030, -7.853, -8.530], [-0.063, -6.385, -8.801]],
  "forces_ev_per_a": [[-0.19, -0.81, -0.39], [-0.24, 0.28, 0.35], [0.33, -0.07, -0.25], [-0.11, 0.26, 0.05], [0.17, -0.01, -0.21], [0.59, -0.28, 0.16], [-0.25, 1.27, 0.07], [-0.17, -0.37, -0.31], [0.27, -0.14, -0.15], [-0.59, -0.82, 0.71], [-0.37, -0.80, 0.41], [0.07, 0.50, -0.27], [0.01, -0.83, 0.44], [0.01, 0.36, -0.62], [0.51, 0.07, -0.35], [0.14, 0.48, 0.24], [2.20, 1.81, 0.16], [-0.25, 0.50, -0.32], [-2.11, -2.23, -0.19], [0.48, -0.25, -0.86], [0.54, 0.22, -0.03], [-0.23, -0.64, -0.07], [0.39, 0.12, 0.13], [-0.12, 0.14, 0.14], [-0.26, -0.02, -1.36], [0.09, -0.17, -0.16], [0.57, 0.20, -0.44], [-0.57, -0.08, 0.43], [0.20, -0.23, 0.69], [0.54, -0.14, -0.34], [-0.23, -0.04, 0.83], [0.80, -2.41, -0.63], [-0.87, 2.06, 0.89], [-0.06, 0.61, -0.71], [0.16, 0.28, 0.04], [-0.18, 0.29, 0.03], [0.36, 0.11, 0.33], [-0.41, 0.29, 0.05], [0.11, -0.26, -0.03], [-0.20, 0.12, 0.33], [-0.31, -0.18, -0.12], [-0.29, 0.30, 0.09], [0.01, -0.32, -0.07], [0.29, -0.11, 0.21], [0.16, -0.28, 0.25], [-0.05, 0.33, 0.11], [-0.05, 0.30, 0.19], [0.23, -0.10, -0.09], [-0.07, -0.13, -0.31], [0.19, 0.44, -0.04], [0.11, 0.41, -0.35], [0.11, -0.06, 0.27], [0.15, -0.28, 0.01], [-0.11, 0.33, -0.22], [-0.29, -0.08, 0.15], [-0.04, -0.01, 0.30], [-0.40, -0.23, 0.20], [-0.05, 0.22, 0.26], [-0.01, -0.28, -0.12], [0.34, 0.08, 0.23], [-0.32, -0.24, 0.05], [-0.10, 0.09, 0.67], [-0.53, 0.10, -0.13], [0.21, -0.19, -0.21], [-0.15, 0.23, 0.19], [-0.03, 0.08, -0.01], [0.17, 0.26, -0.06], [-0.30, -0.01, -0.38], [-0.34, 0.03, 0.07], [-0.03, 0.17, 0.43], [0.26, 0.10, -0.23], [0.00, -0.01, -0.45], [0.09, -0.56, 0.27], [0.18, -0.04, -0.35], [0.38, 0.03, 0.09], [-0.07, 0.03, 0.17], [-0.13, -0.26, 0.01], [0.32, 0.27, 0.32], [-0.25, -0.01, -0.26], [-0.18, -0.04, 0.04], [-0.16, -0.10, 0.03], [0.03, 0.07, 0.13], [-0.03, 0.05, 0.02], [-0.06, 0.02, -0.06], [-0.19, 0.00, -0.05], [0.08, 0.06, -0.06], [-0.09, -0.22, 0.54], [-0.24, -0.24, -0.18], [0.17, 0.09, -0.19], [0.03, -0.08, 0.08], [-0.24, -0.20, -0.50], [0.15, 0.34, 0.33], [0.21, 0.13, 0.03], [0.16, 0.02, -0.01], [-0.05, 0.07, -0.15], [-0.01, 0.01, -0.05], [0.01, 0.04, 0.04], [0.14, 0.06, 0.06], [-0.08, 0.00, 0.02], [-0.14, 0.29, -0.10], [0.23, 0.17, 0.25], [0.03, -0.16, -0.04], [0.09, 0.02, 0.06], [0.17, 0.06, 0.19], [-0.20, -0.03, 0.06], [-0.05, -0.16, -0.03], [0.04, -0.04, -0.04], [-0.01, -0.09, 0.05], [0.00, -0.05, 0.00], [-0.02, -0.03, -0.06], [-0.11, -0.09, -0.14], [-0.01, 0.05, 0.07], [0.41, -0.02, -0.15], [-0.03, -0.32, 0.17], [-0.14, 0.12, -0.08], [-0.03, -0.12, 0.06], [-0.10, -0.14, 0.16], [0.18, 0.18, -0.15], [-0.12, 0.08, -0.04], [-0.07, 0.01, -0.09], [-0.16, 0.02, -0.02], [-0.04, 0.07, 0.02], [-0.02, 0.03, -0.05], [0.00, 0.15, -0.10], [0.04, -0.04, 0.09], [-0.08, -0.29, 0.06], [0.19, -0.20, -0.28], [0.08, 0.16, 0.03], [0.08, 0.00, -0.01], [0.19, -0.16, -0.29], [-0.25, 0.13, 0.18], [-0.02, 0.24, 0.13], [0.04, 0.06, 0.05], [-0.03, 0.10, -0.06], [-0.01, 0.02, -0.01], [-0.01, 0.02, 0.05], [-0.09, 0.10, 0.13], [-0.01, -0.06, -0.09], [-0.04, 0.27, -0.12], [0.27, 0.10, 0.43], [-0.09, -0.11, -0.15], [0.08, 0.03, 0.10], [0.11, -0.12, 0.17], [-0.14, 0.16, -0.22], [-0.07, -0.15, -0.05], [0.03, -0.04, -0.04], [-0.02, -0.11, 0.07], [-0.04, 0.01, 0.02], [-0.01, -0.04, -0.08], [-0.11, -0.03, -0.16], [0.00, 0.05, 0.09]]
}

{
  "formula": "CH3O3S2",
  "method": "ωB97M-V with the def2-TZVPD basis set",
  "charge": -1,
  "relative_energy_kcal_mol": 71.9,
  "e_lumo_ev": 3.7,
  "e_tot_ha": -1061.955543,
  "homo_lumo_gap_ev": 7.66,
  "e_homo_ev": -4.0,
  "species": ["C", "S", "O", "S", "O", "O", "H", "H", "H"],
  "coordinates": [[-0.603, -1.252, 0.877], [-0.942, 0.277, 0.536], [-1.111, 0.862, -1.318], [1.107, 0.956, -0.335], [1.262, -0.119, -1.259], [2.112, 1.009, 0.777], [-1.319, -2.007, 1.087], [0.515, -1.553, 0.833], [-1.023, 1.827, -1.198]],
  "forces_ev_per_a": [[2.76, -0.01, -0.02], [-1.06, 0.27, 0.18], [-1.25, 0.31, 0.18], [2.23, 2.17, 1.90], [1.21, -1.61, -0.76], [-1.11, -0.50, -1.14], [-0.63, -0.40, 0.04], [-1.92, 0.26, -0.23], [-0.23, -0.48, -0.15]]
}